{"formula": "C86H220N16O27", "method": "ωB97M-V/def2-TZVPD", "elements": ["C", "C", "C", "O", "C", "N", "H", "H", "H", "H", "H", "H", "H", "H", "H", "H", "H", "C", "C", "C", "O", "C", "N", "H", "H", "H", "H", "H", "H", "H", "H", "H", "H", "H", "C", "C", "C", "O", "C", "N", "H", "H", "H", "H", "H", "H", "H", "H", "H", "H", "H", "C", "C", "C", "O", "C", "N", "H", "H", "H", "H", "H", "H", "H", "H", "H", "H", "H", "C", "C", "C", "O", "C", "N", "H", "H", "H", "H", "H", "H", "H", "H", "H", "H", "H", "C", "O", "C", "C", "N", "C", "C", "O", "C", "H", "H", "H", "H", "H", "H", "H", "H", "H", "H", "H", "H", "H", "H", "H", "C", "O", "C", "C", "N", "C", "C", "O", "C", "H", "H", "H", "H", "H", "H", "H", "H", "H", "H", "H", "H", "H", "H", "H", "C", "O", "C", "C", "N", "C", "C", "O", "C", "H", "H", "H", "H", "H", "H", "H", "H", "H", "H", "H", "H", "H", "H", "H", "C", "O", "C", "C", "N", "C", "C", "O", "C", "H", "H", "H", "H", "H", "H", "H", "H", "H", "H", "H", "H", "H", "H", "H", "C", "O", "C", "C", "N", "C", "C", "O", "C", "H", "H", "H", "H", "H", "H", "H", "H", "H", "H", "H", "H", "H", "H", "H", "C", "O", "C", "C", "N", "C", "C", "O", "C", "H", "H", "H", "H", "H", "H", "H", "H", "H", "H", "H", "H", "H", "H", "H", "C", "O", "C", "C", "N", "C", "C", "O", "C", "H", "H", "H", "H", "H", "H", "H", "H", "H", "H", "H", "H", "H", "H", "H", "C", "O", "C", "C", "N", "C", "C", "O", "C", "H", "H", "H", "H", "H", "H", "H", "H", "H", "H", "H", "H", "H", "H", "H", "C", "O", "C", "C", "N", "C", "C", "O", "C", "H", "H", "H", "H", "H", "H", "H", "H", "H", "H", "H", "H", "H", "H", "H", "C", "O", "C", "C", "N", "C", "C", "O", "C", "H", "H", "H", "H", "H", "H", "H", "H", "H", "H", "H", "H", "H", "H", "H", "C", "O", "C", "C", "N", "C", "C", "O", "C", "H", "H", "H", "H", "H", "H", "H", "H", "H", "H", "H", "H", "H", "H", "H"], "positions_angstrom": [[0.685, -4.478, 6.605], [0.300, -3.048, 6.513], [-1.009, -2.831, 5.837], [-0.936, -3.104, 4.473], [-2.167, -2.976, 3.853], [0.471, -2.526, 7.867], [1.762, -4.465, 6.831], [0.636, -4.984, 5.668], [0.120, -5.060, 7.324], [1.010, -2.455, 5.850], [-1.410, -1.841, 6.011], [-1.750, -3.544, 6.222], [-2.392, -1.928, 3.806], [-2.923, -3.509, 4.426], [-2.032, -3.342, 2.812], [-0.149, -2.898, 8.610], [0.272, -1.554, 7.847], [-7.307, 4.540, -0.323], [-6.310, 5.020, 0.752], [-5.221, 3.995, 0.941], [-4.663, 3.675, -0.331], [-3.653, 2.708, -0.199], [-5.718, 6.320, 0.361], [-7.005, 4.899, -1.299], [-8.317, 4.843, -0.168], [-7.307, 3.410, -0.313], [-6.788, 5.182, 1.724], [-5.566, 3.050, 1.442], [-4.425, 4.381, 1.595], [-2.905, 2.969, 0.580], [-3.148, 2.591, -1.136], [-4.069, 1.740, 0.132], [-5.196, 6.768, 1.068], [-5.033, 6.156, -0.360], [3.538, -3.610, 3.651], [4.296, -4.837, 4.111], [5.778, -4.597, 3.978], [6.487, -5.708, 4.458], [7.815, -5.377, 4.752], [3.937, -5.179, 5.486], [3.918, -2.695, 4.079], [2.534, -3.759, 3.971], [3.531, -3.575, 2.570], [3.927, -5.738, 3.561], [6.065, -3.747, 4.599], [6.076, -4.405, 2.948], [8.272, -6.124, 5.377], [7.942, -4.455, 5.359], [8.407, -5.327, 3.816], [4.313, -6.039, 5.799], [4.193, -4.440, 6.135], [4.453, 4.867, 5.926], [3.261, 5.035, 4.941], [3.197, 3.930, 3.958], [4.392, 3.790, 3.171], [4.201, 4.365, 1.925], [1.923, 5.122, 5.638], [4.410, 5.622, 6.682], [5.358, 4.978, 5.395], [4.328, 3.920, 6.483], [3.388, 5.986, 4.372], [2.295, 4.150, 3.325], [2.986, 2.966, 4.453], [3.948, 5.436, 1.992], [3.445, 3.789, 1.400], [5.134, 4.371, 1.340], [1.904, 6.042, 6.071], [1.648, 4.423, 6.309], [3.143, 2.185, -0.833], [2.835, 1.109, -1.840], [3.144, -0.307, -1.329], [4.350, -0.279, -0.588], [4.850, -1.554, -0.086], [1.502, 1.174, -2.437], [4.091, 2.013, -0.333], [2.375, 2.244, -0.058], [3.266, 3.162, -1.307], [3.469, 1.238, -2.765], [3.222, -0.951, -2.234], [2.329, -0.688, -0.693], [5.558, -1.316, 0.740], [5.435, -2.047, -0.861], [4.077, -2.234, 0.357], [1.368, 2.065, -2.905], [0.762, 1.167, -1.769], [-4.382, 2.291, -4.539], [-4.101, 3.473, -5.198], [-4.417, 3.450, -6.586], [-4.413, 4.896, -7.076], [-3.139, 5.555, -6.879], [-3.131, 6.976, -7.188], [-1.805, 7.646, -6.758], [-1.781, 9.027, -7.064], [-0.558, 9.634, -6.907], [-3.699, 1.475, -4.859], [-5.434, 1.997, -4.701], [-4.168, 2.465, -3.461], [-5.381, 3.043, -6.721], [-3.730, 2.799, -7.080], [-5.286, 5.475, -6.660], [-4.721, 4.889, -8.122], [-2.724, 5.444, -5.978], [-3.998, 7.394, -6.696], [-3.287, 7.126, -8.260], [-1.016, 7.039, -7.225], [-1.730, 7.528, -5.684], [-0.270, 9.507, -5.847], [-0.724, 10.656, -7.169], [0.310, 9.303, -7.501], [1.793, 4.268, -4.319], [0.517, 3.601, -4.329], [-0.223, 3.605, -5.561], [-0.472, 2.131, -5.986], [0.720, 1.290, -6.091], [0.522, -0.079, -6.473], [1.693, -0.579, -7.332], [2.896, -0.764, -6.561], [4.002, -0.977, -7.414], [2.544, 3.753, -4.918], [2.166, 4.188, -3.267], [1.658, 5.329, -4.570], [0.333, 3.963, -6.393], [-1.081, 4.254, -5.426], [-1.040, 2.176, -6.970], [-1.222, 1.681, -5.242], [1.281, 1.390, -5.293], [-0.342, -0.078, -7.151], [0.360, -0.849, -5.615], [1.839, 0.091, -8.162], [1.488, -1.534, -7.815], [4.875, -1.150, -6.755], [4.250, -0.109, -8.046], [3.769, -1.887, -8.002], [-4.133, -0.331, 2.635], [-2.965, 0.200, 3.243], [-3.227, 1.284, 4.095], [-1.953, 2.059, 4.291], [-1.613, 2.748, 3.076], [-0.275, 3.362, 3.050], [-0.068, 4.145, 1.782], [-0.282, 3.247, 0.696], [-0.062, 3.833, -0.601], [-4.868, 0.392, 2.346], [-4.572, -1.021, 3.341], [-3.947, -0.942, 1.730], [-3.592, 0.937, 5.104], [-4.025, 1.938, 3.746], [-1.175, 1.341, 4.595], [-2.032, 2.776, 5.133], [-1.767, 2.110, 2.302], [0.528, 2.618, 3.166], [-0.201, 4.111, 3.895], [0.923, 4.585, 1.780], [-0.822, 4.935, 1.772], [1.035, 3.933, -0.853], [-0.592, 4.752, -0.637], [-0.483, 3.117, -1.260], [0.776, -4.762, 2.051], [1.694, -5.689, 1.471], [1.576, -5.856, 0.066], [1.970, -4.678, -0.783], [1.976, -5.000, -2.215], [2.177, -3.730, -2.938], [2.281, -3.825, -4.395], [1.063, -4.224, -5.009], [1.098, -4.202, -6.425], [0.891, -4.949, 3.127], [-0.274, -4.928, 1.760], [0.971, -3.703, 1.735], [0.504, -6.115, -0.219], [2.202, -6.769, -0.156], [3.005, -4.502, -0.468], [1.307, -3.794, -0.533], [1.075, -5.288, -2.499], [3.149, -3.366, -2.530], [1.369, -3.024, -2.702], [3.074, -4.526, -4.728], [2.518, -2.810, -4.796], [0.990, -3.171, -6.763], [0.297, -4.760, -6.938], [2.014, -4.582, -6.809], [-5.191, -0.547, -2.272], [-6.445, -0.585, -2.933], [-7.403, -1.173, -2.023], [-8.347, -1.910, -2.881], [-7.745, -3.112, -3.468], [-7.161, -4.131, -2.629], [-8.015, -4.697, -1.492], [-8.089, -3.706, -0.445], [-9.096, -3.904, 0.530], [-5.308, -0.059, -1.271], [-4.487, 0.108, -2.800], [-4.673, -1.515, -2.196], [-7.948, -0.295, -1.445], [-6.871, -1.789, -1.286], [-8.586, -1.231, -3.689], [-9.208, -2.101, -2.327], [-8.284, -3.508, -4.255], [-6.250, -3.780, -2.170], [-6.775, -4.888, -3.328], [-7.555, -5.618, -1.070], [-9.018, -4.954, -1.831], [-9.174, -4.937, 0.840], [-10.116, -3.719, 0.066], [-9.005, -3.133, 1.323], [7.594, -2.159, 8.405], [6.286, -1.727, 8.533], [5.401, -2.821, 8.197], [3.978, -2.419, 8.521], [3.446, -1.479, 7.514], [3.930, -0.184, 7.746], [3.025, 0.729, 6.943], [1.689, 0.638, 7.422], [0.761, 1.342, 6.643], [8.335, -1.389, 8.653], [7.883, -2.466, 7.403], [7.712, -3.045, 9.034], [5.814, -3.688, 8.745], [5.483, -2.949, 7.099], [3.932, -1.970, 9.479], [3.275, -3.243, 8.495], [2.440, -1.462, 7.615], [4.928, -0.046, 7.301], [4.037, 0.093, 8.809], [3.072, 0.499, 5.871], [3.369, 1.767, 7.089], [0.870, 0.955, 5.595], [0.873, 2.464, 6.654], [-0.245, 1.061, 6.941], [-1.806, -4.040, -0.909], [-2.806, -4.131, 0.135], [-3.690, -5.229, -0.115], [-4.717, -5.359, 0.972], [-4.195, -5.527, 2.308], [-3.218, -6.633, 2.386], [-2.580, -6.753, 3.777], [-1.758, -7.891, 3.752], [-0.731, -7.842, 4.717], [-1.025, -3.276, -0.602], [-2.292, -3.628, -1.795], [-1.333, -5.006, -1.067], [-3.083, -6.147, -0.174], [-4.176, -5.122, -1.106], [-5.317, -6.242, 0.698], [-5.333, -4.466, 0.968], [-3.685, -4.686, 2.504], [-2.419, -6.563, 1.654], [-3.786, -7.560, 2.205], [-3.338, -6.914, 4.579], [-2.044, -5.839, 4.011], [0.050, -7.109, 4.491], [-0.442, -8.908, 4.768], [-1.158, -7.623, 5.677], [2.108, 7.735, -4.295], [0.690, 7.567, -4.220], [0.108, 7.465, -2.905], [-1.362, 7.336, -2.891], [-1.841, 6.067, -3.500], [-2.956, 5.548, -2.796], [-4.287, 6.181, -3.043], [-4.354, 7.496, -2.476], [-5.507, 8.067, -2.895], [2.657, 7.100, -3.588], [2.298, 8.798, -4.195], [2.430, 7.525, -5.301], [0.262, 8.383, -2.376], [0.555, 6.614, -2.381], [-1.938, 8.182, -3.377], [-1.628, 7.440, -1.811], [-1.051, 5.405, -3.371], [-2.869, 5.779, -1.710], [-3.057, 4.481, -3.019], [-5.073, 5.549, -2.602], [-4.389, 6.151, -4.114], [-6.506, 7.590, -2.773], [-5.344, 8.234, -3.981], [-5.529, 9.019, -2.361], [10.132, -0.866, 5.208], [8.805, -0.951, 4.669], [7.988, 0.118, 5.094], [6.674, 0.218, 4.352], [6.688, 0.136, 2.845], [7.200, 1.353, 2.164], [6.865, 1.279, 0.661], [7.422, 0.114, 0.065], [7.406, 0.400, -1.336], [10.762, 0.020, 5.004], [10.632, -1.770, 4.777], [10.052, -1.031, 6.272], [8.496, 1.048, 5.189], [7.664, -0.050, 6.108], [6.282, 1.225, 4.547], [6.005, -0.585, 4.685], [7.186, -0.625, 2.424], [8.246, 1.586, 2.306], [6.685, 2.198, 2.697], [7.162, 2.175, 0.086], [5.831, 1.186, 0.466], [6.411, 0.731, -1.571], [7.627, -0.528, -1.873], [8.151, 1.175, -1.564], [-2.111, -8.044, -4.220], [-2.730, -6.868, -4.645], [-1.842, -5.784, -4.480], [-2.573, -4.541, -4.893], [-1.786, -3.401, -4.468], [-2.312, -2.128, -4.827], [-2.642, -1.978, -6.306], [-2.961, -0.643, -6.533], [-3.808, -0.461, -7.654], [-1.680, -7.922, -3.176], [-1.213, -8.202, -4.852], [-2.764, -8.894, -4.258], [-0.881, -6.014, -5.008], [-1.506, -5.662, -3.449], [-3.492, -4.491, -4.324], [-2.768, -4.547, -5.989], [-0.838, -3.548, -4.698], [-1.557, -1.368, -4.579], [-3.197, -1.891, -4.188], [-3.471, -2.670, -6.479], [-1.781, -2.290, -6.937], [-4.669, -1.174, -7.548], [-3.329, -0.743, -8.604], [-4.212, 0.525, -7.703], [3.722, 0.593, 2.793], [2.319, 0.632, 2.489], [1.770, -0.684, 2.630], [0.266, -0.642, 2.386], [0.069, -0.520, 0.961], [-1.327, -0.471, 0.587], [-1.476, -0.424, -0.954], [-1.325, 0.888, -1.441], [-1.664, 1.009, -2.798], [3.993, 0.524, 3.884], [4.219, 1.471, 2.329], [4.207, -0.240, 2.330], [1.942, -0.996, 3.664], [2.237, -1.349, 1.868], [-0.235, 0.189, 2.951], [-0.255, -1.582, 2.669], [0.461, 0.346, 0.700], [-1.792, 0.445, 1.007], [-1.897, -1.347, 0.870], [-2.495, -0.822, -1.129], [-0.737, -1.050, -1.432], [-0.899, 0.504, -3.410], [-1.592, 2.092, -2.938], [-2.650, 0.542, -2.975]], "forces_ev_per_angstrom": [[1.6, -0.4, -0.4], [1.0, 0.8, -0.2], [-1.5, -0.7, 0.5], [1.7, -0.4, -0.1], [0.3, -0.1, -0.9], [-0.7, 0.1, 0.6], [-0.4, -0.5, 0.3], [-0.3, -0.4, -0.8], [-0.2, 0.1, 0.3], [-0.3, -0.8, 0.8], [-0.1, 0.7, 0.1], [-0.2, 0.0, 0.5], [-0.6, 0.6, -0.1], [-0.4, -0.3, -0.2], [-0.4, 0.0, 0.6], [0.4, -0.2, -1.0], [0.0, 1.3, 0.2], [0.7, -1.5, 0.5], [0.2, 0.7, -0.1], [0.5, -1.0, 0.2], [-0.1, 0.2, 0.5], [0.2, -0.2, 1.0], [-1.0, -0.6, -1.1], [0.2, -0.1, -0.2], [-0.7, 0.5, 0.3], [0.0, 1.1, -0.3], [-0.1, -0.2, -0.2], [-0.1, 0.5, -0.4], [0.0, 0.1, -0.1], [-0.2, 0.2, -0.5], [0.2, -0.1, -0.5], [-0.1, 0.0, -0.2], [0.4, 0.4, 1.4], [0.0, 0.0, -0.5], [0.2, -0.7, -0.2], [-0.3, -1.0, 0.4], [0.1, -0.4, -0.2], [0.3, -0.4, 0.6], [0.7, 0.3, -0.3], [-0.9, 1.3, 0.1], [0.2, 0.4, 0.1], [-1.0, 0.2, 0.2], [0.1, 0.3, -0.3], [0.6, 0.8, -0.2], [-0.2, 0.5, 0.0], [0.0, 0.3, -0.3], [-0.1, -0.8, 0.1], [-0.4, 0.0, -0.6], [-0.1, 0.3, 0.4], [0.6, -0.7, 0.1], [0.0, -0.1, 0.0], [-2.0, -0.4, 0.0], [0.0, 0.6, 1.8], [-0.9, -1.0, -1.1], [-0.4, 0.1, 1.3], [0.5, 0.7, -0.9], [0.8, 1.3, -1.2], [0.0, 0.8, 0.5], [1.2, -0.4, -0.4], [0.4, 0.2, -0.5], [-0.2, -0.5, 0.5], [0.9, -0.4, 0.2], [0.2, 0.2, -0.1], [-0.4, -0.2, 0.0], [-0.3, 0.2, -0.5], [-0.1, -0.4, 0.3], [-0.3, -0.4, 0.2], [0.6, -0.3, 0.1], [0.3, 0.4, 0.4], [0.7, -0.1, -1.6], [-0.3, -0.3, -0.3], [0.4, -1.0, 0.5], [-0.2, 0.8, 0.7], [0.3, -0.1, -0.3], [0.1, -0.2, 0.1], [-0.1, 0.0, 0.0], [-0.3, 0.1, -0.1], [0.0, 0.0, 1.1], [0.0, 0.1, 0.5], [0.0, 0.1, -0.1], [-0.6, 0.0, -0.7], [-0.2, -0.3, -0.2], [0.2, 0.6, -0.7], [0.2, -0.1, -0.2], [-0.6, -0.3, 0.9], [0.3, -0.8, 0.7], [0.1, 1.0, -0.5], [0.5, 1.6, 1.2], [-0.5, 0.2, 0.2], [0.5, 0.0, -1.2], [0.0, 0.2, -0.4], [-0.9, -0.8, 0.1], [-1.1, -1.3, -1.4], [1.0, 0.1, 1.3], [-0.4, 0.1, -0.1], [0.3, -0.1, 0.3], [-0.4, -0.1, -0.6], [-1.5, -0.5, -0.2], [0.9, -0.3, -0.7], [0.6, -0.5, 0.5], [0.6, -0.1, -0.4], [-0.2, -0.5, 0.9], [-0.3, 0.9, 0.3], [0.1, 0.0, -0.1], [0.2, 0.5, -0.1], [0.3, -0.1, 0.4], [0.3, 0.4, -0.2], [0.1, 0.8, 0.1], [-0.5, -0.6, -0.3], [-0.6, -0.1, 1.1], [0.5, 0.2, 0.0], [1.0, -1.7, 0.2], [-2.6, -0.4, 0.7], [-0.7, 1.2, -1.0], [0.3, -1.2, 0.0], [0.3, -0.5, 0.7], [-0.7, 0.9, -0.3], [0.2, -0.5, 0.7], [-0.1, 0.1, -0.5], [-0.4, 0.2, -0.7], [0.2, -0.4, -0.2], [1.0, 1.0, -0.5], [-0.5, -0.5, -0.1], [0.8, -0.2, 0.9], [0.8, 0.5, -0.9], [0.8, 0.0, 1.3], [-0.1, -0.4, 0.3], [0.0, 1.3, -1.1], [0.3, 0.8, -0.2], [-0.4, -0.4, 0.1], [-0.5, -0.1, -0.4], [-0.4, -0.3, 0.0], [0.6, 0.4, -0.2], [0.3, -1.2, 0.0], [-0.3, 0.2, -1.1], [-0.5, 0.0, 1.8], [0.5, 0.2, 0.5], [0.2, 0.6, -0.3], [-0.4, 0.2, 0.9], [-0.7, -0.7, -0.1], [0.7, 0.4, -0.3], [1.2, -0.9, 1.3], [-0.3, 0.8, 0.0], [-0.6, -0.3, 0.3], [0.6, 0.5, 0.4], [0.3, -0.1, -0.7], [0.0, 0.1, -0.5], [0.0, -0.1, 0.0], [-0.2, -0.2, -0.4], [0.4, 0.2, -0.1], [0.0, 0.0, 0.1], [0.0, -0.9, -0.6], [0.3, 0.1, -0.2], [-0.1, 0.3, -0.3], [-1.0, 0.2, 0.4], [-0.4, 1.1, -0.3], [-0.4, -0.4, -0.9], [0.2, 0.2, -0.2], [-0.4, 0.6, -0.6], [-1.2, -1.9, -0.2], [0.2, 0.2, 0.5], [0.7, 1.1, 0.2], [0.6, -0.3, 1.6], [0.8, 0.4, -2.3], [-0.8, -0.8, 0.1], [-0.6, 0.8, 0.0], [-0.2, 0.6, -0.3], [0.1, -0.4, 0.0], [0.2, -0.7, 0.6], [0.9, 0.0, 0.5], [-0.6, 1.1, 0.0], [0.0, 0.7, -0.3], [0.8, -0.6, -0.2], [-1.3, -0.8, -0.1], [-0.7, 0.3, -0.5], [0.2, 0.2, 0.2], [-0.2, 0.3, 0.3], [0.2, -0.5, 0.3], [0.1, 0.2, -0.1], [0.0, -0.1, 0.9], [1.0, -0.4, -0.2], [0.3, 1.2, 0.2], [0.7, -0.4, 1.2], [0.4, 2.3, 0.6], [0.9, -0.7, -1.0], [-0.4, 0.0, -0.8], [-0.1, -0.2, -0.2], [0.2, -0.1, 0.7], [0.3, -0.2, -0.1], [-1.6, 0.8, -1.4], [0.2, -0.6, -0.4], [-0.5, -0.1, -0.3], [-0.5, -0.1, 0.2], [0.9, -1.7, -1.0], [-0.4, 0.1, -0.2], [-0.3, 0.1, -0.3], [-1.8, -0.5, 1.0], [0.4, 0.5, 1.0], [0.4, 0.5, 0.3], [-0.5, -0.3, 0.4], [-0.2, 0.3, -0.2], [-0.2, 0.0, -0.1], [0.5, -0.2, 0.7], [0.9, 0.0, 0.3], [0.3, -0.9, -0.3], [1.0, -0.3, 0.1], [-0.8, 0.1, -0.2], [0.6, 0.8, -0.2], [-0.4, -0.3, -1.7], [0.4, -1.9, 0.7], [0.4, 1.7, -1.2], [0.1, 1.3, 0.7], [0.0, -0.1, 0.4], [0.3, -0.2, -1.4], [-0.5, 0.0, 0.4], [-0.3, -0.1, -0.6], [0.5, 0.0, 0.2], [-0.7, 0.0, -0.3], [0.0, -0.4, 0.4], [0.1, 0.4, 1.4], [0.2, -0.6, 0.2], [-0.1, -0.3, 0.1], [-0.1, -0.1, 0.2], [-0.3, 0.1, -0.1], [-0.1, -0.2, 0.1], [-0.1, 0.0, -0.2], [-0.1, 0.7, 0.4], [0.0, -1.0, 0.1], [-0.1, 0.1, 0.4], [-0.2, 1.5, 1.1], [0.3, -0.3, -0.3], [0.9, 0.1, -0.8], [-0.3, -0.2, -0.3], [0.8, -0.6, 0.3], [-1.0, -0.2, 0.9], [-1.2, -0.3, -0.1], [0.3, 0.5, -0.4], [-0.5, -1.4, -0.3], [-0.9, -1.0, -0.1], [0.2, -0.4, -0.3], [0.0, -0.1, -0.2], [-0.1, 0.1, -0.1], [0.0, 0.1, 0.3], [-0.1, 0.3, 0.2], [-0.4, 0.0, 0.0], [0.2, 0.5, 0.3], [0.3, 0.0, -0.1], [0.3, 0.1, -0.1], [0.1, 0.4, -0.5], [0.5, 0.3, 0.1], [0.1, -0.3, -0.1], [0.8, 0.8, 0.0], [-0.2, 0.4, 0.8], [-1.0, 0.5, 0.3], [-0.4, -0.7, 0.0], [1.1, 0.3, -1.1], [-1.9, 0.2, -0.9], [1.9, 0.6, 0.2], [-0.9, -0.3, 1.9], [0.3, -0.3, -0.1], [1.1, -2.8, 0.6], [-1.2, 2.4, -1.4], [-0.1, 0.3, 0.0], [0.5, 0.2, 0.6], [-0.1, -0.5, -0.4], [0.8, 0.6, 0.6], [0.2, 0.0, 0.2], [1.0, -0.7, 0.4], [-0.1, -0.4, -0.4], [-0.7, 0.3, -0.3], [0.5, -1.0, 0.1], [0.0, 0.1, 0.3], [0.1, 0.1, -0.1], [-0.6, 0.6, -0.8], [0.8, -0.5, 0.4], [-0.8, 0.4, 0.2], [-0.4, 0.2, -0.3], [-0.2, -1.8, -0.7], [0.7, 1.0, -0.4], [-0.7, -0.7, 0.5], [0.4, -0.3, -2.4], [0.4, 1.4, 0.4], [-1.5, 0.3, 0.5], [0.6, 0.2, 0.9], [0.8, 0.7, -0.4], [0.6, -0.9, 0.5], [-0.8, 0.0, -0.2], [-0.1, 0.9, 0.4], [0.2, 0.2, 0.6], [0.9, 1.0, -0.7], [-0.1, -0.3, 1.0], [-0.3, -0.4, 0.3], [0.0, 0.3, 0.1], [0.3, -0.8, 0.5], [0.7, -0.4, 0.0], [0.1, -0.4, -1.0], [0.4, 0.0, 0.5], [-1.5, 0.1, 0.4], [-0.5, 0.2, -0.6], [0.0, 0.2, 0.0], [-0.1, -0.2, -0.1], [2.0, 0.4, 0.8], [-0.3, 0.0, 0.4], [0.4, -0.6, -0.4], [0.7, 0.4, -0.4], [-0.8, -0.6, 0.6], [0.4, 1.0, 0.3], [0.3, -0.5, 0.6], [-0.5, 0.9, -0.5], [-0.6, -2.1, 0.1], [-0.7, -0.2, -0.8], [-0.3, -0.4, 0.1], [-0.5, -0.2, -0.1], [-0.7, 0.5, -0.2], [-0.3, -0.1, 0.5], [-0.6, -0.2, -0.2], [-0.1, -0.2, 0.6], [1.3, 0.2, -0.3], [-0.2, -0.1, 0.0], [0.3, -0.1, -0.6], [-0.3, 0.3, -0.6], [-0.3, 0.0, 0.2], [0.4, 0.6, -0.1], [0.2, 0.3, 0.2], [0.1, 0.8, 0.2], [0.2, 0.9, -0.1], [0.5, -0.3, 0.3], [-0.5, 0.4, 0.3], [-0.3, -0.2, 0.0], [-0.7, -1.1, 0.0], [0.2, 1.0, -1.5], [-0.6, 0.1, 1.2], [-0.2, -0.2, 0.9], [0.5, -0.2, 0.3], [-0.7, 0.3, -0.8], [-0.6, -0.3, 0.6], [0.1, -0.8, -0.4], [0.3, -0.5, 0.0], [-0.2, 0.1, 0.7], [0.5, -0.5, -0.2], [0.7, 0.5, 0.3], [0.7, 1.3, -0.6], [-0.3, -0.5, -0.2], [0.2, -0.3, 0.6], [0.2, 0.3, -0.5], [0.3, -0.6, -0.2], [-0.2, 0.1, -0.1], [-0.5, -0.2, -0.7], [0.4, 0.6, -0.2]], "orbital_gap_ev": 8.8}